(1)
A 8-piece molecular cluster, C24H70O26P6 overall at a distorted geometry, computed with ωB97M-V with the def2-TZVPD basis set.

Output
- highest occupied orbital energy (eV) = -9.62
- LUMO level (eV) = 0.383
- spin multiplicity = 1
- ΔE to the lowest compared entry with this formula, charge and spin (kJ/mol) = 31.0
- structure (SMILES) = COP(=O)(OC)OC.COP(=O)(OC)OC.COP(=O)(OC)OC.COP(=O)(OC)OC.COP(=O)(OC)OC.COP(=O)(OC)OC.CC(C)O.CC(C)O
- frontier orbital gap (Ha) = 0.36755

Structure (XYZ):
```
126
C24H70O26P6, DFT ωB97M-V with the def2-TZVPD basis set
C 2.20879 -2.98224 2.00571
O 2.02975 -3.36035 0.66239
P 3.08144 -2.89836 -0.45224
O 3.41050 -1.48713 -0.46991
O 4.34972 -3.85457 -0.29404
C 4.20092 -5.24158 -0.35064
O 2.38432 -3.44901 -1.73439
C 0.98440 -3.35267 -1.92503
H 1.45196 -3.53292 2.55899
H 2.09343 -1.88347 2.00049
H 3.25429 -3.09348 2.40790
H 5.17008 -5.77373 -0.46742
H 3.64909 -5.54510 -1.24981
H 3.66904 -5.58426 0.56669
H 0.34983 -3.16573 -1.04354
H 0.72103 -4.32190 -2.36436
H 0.73880 -2.61239 -2.67680
C -4.54072 -1.39046 2.85200
O -3.75458 -2.37052 3.47319
P -2.34740 -2.73523 2.97461
O -1.31942 -1.65162 3.12729
O -2.66114 -3.20317 1.50297
C -1.59826 -3.77928 0.72919
O -1.96003 -4.03339 3.77967
C -3.02010 -5.03513 3.90270
H -4.44453 -1.54518 1.74204
H -4.23966 -0.36677 3.13096
H -5.58748 -1.50352 3.11486
H -0.64797 -3.41486 1.08691
H -1.79766 -3.80607 -0.35401
H -1.64649 -4.81586 0.91125
H -3.88730 -4.84946 3.30448
H -3.28584 -5.09765 4.95391
H -2.55686 -6.00784 3.58062
C 3.36630 2.03225 -1.03652
O 2.99478 3.16110 -0.19489
P 3.48628 4.62396 -0.62698
O 4.72591 4.68190 -1.33934
O 3.37937 5.32598 0.78780
C 4.35733 5.14203 1.80039
O 2.22824 5.34099 -1.32760
C 0.92133 5.03178 -0.83846
H 4.00393 1.32151 -0.46462
H 3.96952 2.36080 -1.89554
H 2.46127 1.53647 -1.31562
H 3.77820 5.06209 2.75890
H 5.05824 5.95863 1.85310
H 4.91317 4.19031 1.69900
H 0.69716 5.35898 0.22087
H 0.69097 3.92913 -0.76183
H 0.27325 5.44180 -1.51325
C -5.43172 -2.12888 -1.61813
O -4.08393 -2.74418 -1.77231
P -3.21080 -2.86936 -3.03271
O -1.91391 -3.59026 -2.85190
O -4.18215 -3.38508 -4.19579
C -4.42824 -4.72349 -4.58578
O -2.98888 -1.33623 -3.52393
C -2.54468 -1.14811 -4.91291
H -5.91338 -2.30090 -2.58697
H -5.30062 -1.06394 -1.40739
H -5.96748 -2.66260 -0.79156
H -3.56652 -5.16908 -5.19367
H -5.29148 -4.79175 -5.24266
H -4.57961 -5.35719 -3.72143
H -1.64841 -1.75731 -5.07117
H -2.20651 -0.05515 -5.00987
H -3.40959 -1.50997 -5.52190
C 5.65828 1.72722 3.15833
O 5.58463 1.14953 1.85561
P 6.90388 1.31482 0.91422
O 8.21696 1.15382 1.64229
O 6.65725 0.27958 -0.22440
C 6.55027 -1.12299 0.09209
O 6.47964 2.67803 0.29913
C 7.38848 3.65760 -0.24014
H 6.24044 1.04124 3.86780
H 4.62713 1.86895 3.53154
H 6.21249 2.71093 3.04318
H 6.84053 -1.68490 -0.83556
H 5.52386 -1.38717 0.42786
H 7.33373 -1.39724 0.87234
H 8.38223 3.20072 -0.24807
H 7.18218 4.54497 0.37009
H 7.10493 3.81381 -1.30882
C -6.43875 2.80699 -4.47112
O -5.68581 3.40427 -3.40785
P -5.02323 2.46866 -2.37281
O -5.89205 1.40868 -1.91361
O -3.79863 1.84169 -3.18994
C -2.60124 2.55006 -3.49017
O -4.49315 3.48455 -1.28015
C -3.79963 3.06741 -0.12512
H -7.53124 2.65098 -4.21328
H -6.04518 1.79873 -4.68837
H -6.44432 3.42930 -5.33705
H -2.70590 3.07147 -4.38691
H -1.97440 1.71257 -3.52074
H -2.31599 3.19588 -2.65137
H -2.73549 2.72222 -0.25107
H -4.36728 2.28700 0.45190
H -3.66115 3.95302 0.52534
C 0.45375 1.48717 4.47527
C -1.08791 1.54340 4.43283
C -1.63978 2.90845 4.56958
O -1.53914 0.96594 3.18646
H 0.93836 1.73048 5.42997
H 0.87162 2.13296 3.66799
H 0.76959 0.43849 4.18857
H -1.38812 0.89117 5.27181
H -1.05408 3.49735 3.86975
H -1.58405 3.28930 5.58980
H -2.69822 2.91015 4.25669
H -1.54073 -0.00580 3.27744
C 0.57589 0.05481 0.30031
C -0.52163 0.74289 -0.43763
C -1.47744 -0.28186 -1.06505
O -1.30331 1.64938 0.37497
H 0.12386 -0.43498 1.16625
H 1.26786 0.85513 0.64929
H 1.16924 -0.64023 -0.27463
H -0.12462 1.24596 -1.25292
H -1.67896 -1.10843 -0.32676
H -1.10072 -0.83315 -1.87798
H -2.46917 0.08365 -1.40556
H -1.42499 1.31406 1.28642
```

=====

(2)
C3H8N2S3 in the gas phase at a distorted geometry, computed with ωB97M-V with the def2-TZVPD basis set.

Output
- highest occupied orbital energy (eV) = -8.43
- LUMO level (eV) = 0.517
- spin multiplicity = 1
- ΔE to the lowest compared entry with this formula, charge and spin (kJ/mol) = 36.6
- structure (SMILES) = CCN(S)C(=S)NS
- frontier orbital gap (Ha) = 0.32881

Structure (XYZ):
```
16
C3H8N2S3, DFT ωB97M-V with the def2-TZVPD basis set
C 1.69754 2.38957 -0.46168
C 1.41127 1.39759 0.64133
N 1.04845 0.04814 0.23174
S 2.33101 -1.04833 -0.16800
C -0.29367 -0.33474 0.06581
S -0.83686 -1.91437 -0.04567
N -1.19614 0.77838 0.00290
S -2.90099 0.66526 0.03381
H 0.84050 2.79502 -0.96409
H 2.24952 1.96834 -1.22510
H 2.34469 3.19055 0.03204
H 0.65073 1.75573 1.33543
H 2.31224 1.27584 1.21692
H 2.14967 -1.96755 0.78962
H -0.87659 1.57395 -0.58214
H -3.01836 -0.33282 -0.83994
```

=====

(3)
C2H3OV as an isolated structure at a distorted geometry, computed with ωB97M-V with the def2-TZVPD basis set.

Output
- highest occupied orbital energy (spin up / spin down) (eV) = -13.27 / -13.40
- LUMO level (spin up / spin down) (eV) = -6.094 / -6.230
- spin multiplicity = 4
- ΔE to the lowest compared entry with this formula, charge and spin (kJ/mol) = 0.0
- charge = +1
- frontier orbital gap (spin up / spin down) (Ha) = 0.26385 / 0.26337

Structure (XYZ):
```
7
C2H3OV, DFT ωB97M-V with the def2-TZVPD basis set
H 1.51967 -1.43047 1.05608
O 0.20458 -0.07213 0.17942
C 0.46088 -1.01080 1.07634
C -0.28533 -2.12185 1.27294
H -0.01923 -2.79537 2.08954
H -1.27187 -2.23507 0.81595
V -0.18433 1.10048 -1.00430
```

=====

(4)
A 13-piece molecular cluster, C62H107F3O22S8 overall at a distorted geometry, computed with ωB97M-V with the def2-TZVPD basis set.

Output
- highest occupied orbital energy (eV) = -8.84
- LUMO level (eV) = 0.165
- spin multiplicity = 1
- ΔE to the lowest compared entry with this formula, charge and spin (kJ/mol) = 0.0
- frontier orbital gap (Ha) = 0.33084

Structure (XYZ):
```
202
C62H107F3O22S8, DFT ωB97M-V with the def2-TZVPD basis set
C 3.95692 -4.76471 -1.06644
C 5.15014 -4.57908 -0.06249
C 5.98359 -3.41113 -0.61757
S 4.79804 -2.30242 -1.52052
O 5.24600 -2.41984 -2.89339
O 4.56822 -1.06780 -0.84347
C 3.31752 -3.37044 -1.30513
H 3.13494 -5.39257 -0.72329
H 4.30474 -5.13441 -2.00195
H 5.78721 -5.45098 -0.06448
H 4.74792 -4.28648 0.89180
H 6.66488 -3.63690 -1.45501
H 6.53666 -2.84657 0.12489
H 2.68532 -3.45591 -2.20878
H 2.79743 -3.14867 -0.42423
C -0.23737 -4.53307 -4.75688
C 0.91114 -4.46967 -5.77119
C 1.74043 -3.24743 -5.41436
S 0.58905 -2.05827 -4.73944
O 0.49845 -0.91099 -5.59310
O 0.82443 -1.92733 -3.34541
C -0.87918 -3.12015 -4.91465
H 0.19693 -4.69154 -3.76574
H -0.98357 -5.36534 -4.82700
H 0.55900 -4.29837 -6.77889
H 1.48902 -5.36311 -5.76863
H 2.23205 -2.78561 -6.28722
H 2.57021 -3.40415 -4.73507
H -1.39926 -2.97232 -5.87062
H -1.53664 -2.83466 -4.09293
C 1.69021 -0.36371 0.23356
C 1.09548 0.18681 1.54995
C -0.30249 0.79183 1.36547
S -0.65632 0.69807 -0.38483
O -1.23044 1.94951 -0.83976
O -1.33513 -0.54252 -0.71546
C 1.14818 0.52513 -0.83754
H 1.36098 -1.38842 0.03567
H 2.77377 -0.26780 0.21147
H 1.76179 0.92024 1.90470
H 1.19392 -0.59818 2.31234
H -0.38203 1.81706 1.70847
H -1.05401 0.15369 1.78616
H 1.56381 1.54297 -0.69733
H 1.23068 0.15300 -1.87585
C 1.98861 5.53583 0.32629
C 2.17376 6.92800 -0.39753
C 1.11605 6.90909 -1.53626
S 1.31105 5.27822 -2.32203
O 2.53984 5.32791 -3.14379
O 0.11932 4.69440 -2.89825
C 1.77906 4.47727 -0.72709
H 1.10945 5.65308 0.97980
H 2.82931 5.25612 0.96526
H 3.17888 7.01159 -0.85458
H 1.99891 7.70488 0.33513
H 1.33924 7.59998 -2.37679
H 0.11134 6.96589 -1.24398
H 2.67093 3.88782 -1.00406
H 1.02322 3.73912 -0.44105
C -2.08416 -1.81613 3.59495
C -0.93760 -1.81285 4.59230
C -0.55934 -0.37023 4.90554
S -2.21496 0.42652 5.03345
O -2.13080 1.85228 4.84154
O -2.73283 -0.21097 6.23422
C -2.84386 -0.43316 3.59924
H -2.74269 -2.64382 3.82288
H -1.71986 -1.96079 2.57443
H -0.15287 -2.46715 4.21633
H -1.25378 -2.36473 5.50012
H -0.00964 0.03626 4.08442
H -0.00475 -0.39286 5.85236
H -2.57895 0.15916 2.72450
H -3.92864 -0.51831 3.71531
C -1.49415 2.28213 -5.46070
C -1.06031 1.37395 -4.28059
C -2.08020 0.26702 -4.09972
S -2.85225 0.07080 -5.73269
O -4.18828 0.53223 -5.57698
O -2.66085 -1.23813 -6.35364
C -1.89609 1.32482 -6.54375
H -0.57537 2.82945 -5.64416
H -2.26166 2.95471 -5.12664
H -1.04323 1.93761 -3.32775
H -0.10529 0.91793 -4.43526
H -2.88427 0.55672 -3.42682
H -1.58429 -0.63594 -3.79809
H -2.54425 1.59393 -7.34668
H -1.03588 0.77786 -7.00941
C 0.14349 5.48107 6.12236
C 0.33355 6.40396 4.94455
C 1.15693 5.68561 3.91785
S 0.43244 4.03036 3.88525
O 1.45225 2.94139 3.87945
O -0.55503 4.03916 2.81057
C -0.33827 4.14886 5.51538
H -0.62308 5.89843 6.80528
H 1.10370 5.32729 6.64461
H 0.66845 7.40123 5.17329
H -0.66139 6.56503 4.43846
H 2.26910 5.66341 4.05372
H 0.93419 6.04499 2.92229
H -0.11423 3.26214 6.07884
H -1.42079 4.19996 5.28322
C -3.62857 4.19746 -1.67632
C -4.15215 3.78547 -0.31325
C -3.46085 4.81994 0.65655
S -3.27648 6.38531 -0.21851
O -1.86901 6.52981 -0.30845
O -4.05809 7.47452 0.27388
C -3.78228 5.73105 -1.78016
H -4.15758 3.72462 -2.54446
H -2.58178 3.93571 -1.85132
H -3.81786 2.79746 -0.10031
H -5.23721 4.00084 -0.36887
H -2.44698 4.45755 0.81310
H -4.09345 4.95780 1.58081
H -3.09253 6.13224 -2.56901
H -4.79787 6.04631 -2.14616
C 7.13725 1.47919 8.34395
O 7.04767 2.89934 8.47217
C 6.86631 3.58375 7.23990
C 5.51874 3.53628 6.58624
O 5.31133 2.27374 5.90390
C 4.03328 2.29385 5.20820
C 3.75571 0.90380 4.69304
O 4.85889 0.41339 3.94195
C 4.89696 0.93759 2.56641
H 6.14705 1.18702 8.13617
H 7.51286 1.12484 9.30396
H 7.80988 1.12502 7.52181
H 7.53190 3.12865 6.48425
H 7.10334 4.62641 7.48351
H 5.39835 4.35300 5.90541
H 4.71885 3.72923 7.33240
H 4.07271 3.06645 4.34352
H 3.29652 2.73530 5.93286
H 2.82215 0.91510 4.17509
H 3.66159 0.21161 5.54136
H 5.67655 1.64239 2.37489
H 3.92550 1.28875 2.23992
H 4.98415 0.02260 1.95802
C -3.93549 -2.76293 -2.66954
O -3.49669 -4.09623 -2.79432
C -4.55881 -4.94549 -3.19616
C -3.99106 -6.31327 -3.36074
O -3.73283 -6.86735 -2.08506
C -2.36228 -6.85246 -1.72669
C -2.10358 -7.66452 -0.52159
O -2.00929 -9.07226 -0.74486
C -3.19192 -9.70428 -1.19445
H -4.80126 -2.79650 -1.97551
H -4.25152 -2.36556 -3.64970
H -3.14527 -2.17384 -2.26673
H -4.88370 -4.65677 -4.14761
H -5.44497 -4.95046 -2.54902
H -3.07731 -6.25037 -3.98290
H -4.76910 -6.95070 -3.84596
H -2.13414 -5.78445 -1.54065
H -1.67732 -7.36066 -2.42785
H -3.02540 -7.54287 0.15052
H -1.19400 -7.34278 -0.04306
H -3.98851 -9.29877 -0.59268
H -3.16383 -10.77241 -0.98342
H -3.50103 -9.37843 -2.19104
F 3.13085 1.60322 -2.83735
C 3.15484 1.39300 -4.16576
C 2.56121 2.37703 -4.97109
C 2.55060 2.19258 -6.33053
C 3.06609 1.00899 -6.86391
C 3.64919 0.08460 -6.07021
C 3.67278 0.26165 -4.70240
H 2.18721 3.26348 -4.44304
H 2.21427 2.95959 -7.03362
H 2.86882 0.84015 -7.92989
H 4.10656 -0.75564 -6.49685
H 4.18855 -0.44181 -4.10448
F 1.46229 -3.72664 1.72744
C 0.14394 -4.16479 1.51739
C -0.39021 -5.15357 2.34740
C -1.73459 -5.52275 2.15119
C -2.49498 -4.85297 1.19167
C -1.97410 -3.82353 0.46207
C -0.60978 -3.52177 0.55921
H 0.25748 -5.71933 3.03137
H -2.15525 -6.27235 2.77748
H -3.54631 -5.13685 1.06682
H -2.58448 -3.17117 -0.19021
H -0.22092 -2.76166 -0.12918
F -3.95234 -0.48846 0.07323
C -5.16640 -0.34636 0.69536
C -6.17659 -1.28851 0.44850
C -7.33153 -1.21130 1.17180
C -7.53039 -0.12688 2.05239
C -6.48155 0.81192 2.30843
C -5.31566 0.77672 1.52466
H -6.04793 -2.11235 -0.25907
H -8.16171 -1.85527 0.99558
H -8.46097 -0.01965 2.55558
H -6.65069 1.50174 3.12597
H -4.44569 1.43082 1.75588
```